(1)
Here is the ion C11H14N3S with charge +1 at a distorted geometry from the OMol25 dataset. Energies are from ωB97M-V/def2-TZVPD.

Cartesian coordinates (Å):
H  -2.082  1.909  -0.351
C  0.371  1.189  -0.078
N  -3.137  -0.480  -2.334
C  1.342  0.253  -0.104
H  0.286  2.189  -0.306
H  3.288  1.913  0.904
H  3.417  2.294  -0.710
C  3.567  1.598  -0.031
N  -0.789  0.596  0.365
C  2.802  0.277  -0.301
C  -3.131  -0.288  -1.211
C  -2.172  1.234  0.398
H  4.583  1.443  -0.159
H  -2.154  1.869  1.364
H  -3.612  -2.007  0.803
C  -2.971  -1.170  1.018
H  2.587  -1.119  -2.009
H  -3.061  -0.832  1.998
H  -1.762  -2.222  -0.157
C  -1.620  -1.756  0.746
C  -0.570  -0.687  0.596
S  3.779  -1.185  0.241
H  1.401  -1.712  0.427
H  -1.241  -2.396  1.582
H  4.078  -0.237  -1.927
N  0.707  -0.947  0.240
C  3.346  -0.578  -1.359
C  -3.172  0.162  0.175
H  -4.081  0.691  0.179

As for the molecular weight: 220.3 g/mol. As for the SMILES: C[C@@]1(c2cn3c([nH+]2)CC[C@H](C#N)C3)CS1. Its net charge is +1. The LUMO energy is -2.9 eV. Its spin multiplicity is 1. The largest force on an atom comes out at 5.2 eV Å⁻¹. The energy above the lowest of the compared OMol25 structures with the same formula, charge and spin is 2.385 eV. The value obtained for the total energy is -989.71331 Eh. The HOMO-LUMO gap comes out at 9.79 eV.

natural (NBO) population analysis, charges in e, atoms 1 to 4:
1. H 0.233
2. C -0.059
3. N -0.254
4. C 0.160



(2)
Here is a structure of composition C42H34GeN6O2ReS2 from the OMol25 dataset. Energies are from ωB97M-V/def2-TZVPD.

Cartesian coordinates (Å):
C  1.140  2.590  -5.176
H  -0.895  -4.507  -4.609
H  2.711  2.842  3.575
H  3.201  5.957  0.682
C  -3.515  -2.042  4.303
C  2.705  -1.981  1.951
C  -1.529  -2.446  -4.715
C  0.438  -3.573  -0.819
H  -5.235  -4.490  1.766
N  -1.808  -1.735  1.055
H  2.212  -4.049  0.216
S  -2.780  -3.074  0.587
C  -5.233  -3.664  3.768
C  1.208  3.211  0.549
C  2.085  2.802  -4.181
H  1.552  4.885  -0.773
Ge  -0.128  2.429  -0.627
N  0.173  -4.218  -1.930
H  1.057  1.750  2.133
C  4.380  -0.613  1.436
H  6.594  1.610  0.313
O  -1.861  -4.185  0.548
H  6.465  -0.279  1.918
C  3.086  4.452  2.207
O  -3.550  -2.745  -0.555
C  5.604  0.023  1.337
H  2.505  1.065  -0.862
H  0.889  -5.178  0.513
C  -0.172  2.288  -4.834
C  -4.059  3.930  -0.775
H  -2.080  -0.380  -4.574
C  -1.606  -1.208  -4.066
C  -3.664  -3.058  2.116
N  2.196  -1.083  1.054
H  -3.963  3.113  2.511
H  -3.054  -1.355  5.001
C  -1.099  -1.018  -2.794
C  -4.621  -2.801  4.671
C  -0.005  0.471  0.087
C  -0.443  -3.342  -2.841
C  -1.952  -1.496  2.337
C  -4.483  3.778  0.537
H  -1.176  -0.067  -2.294
H  -1.709  2.371  1.864
C  4.558  1.439  -0.341
H  -2.468  3.659  -2.172
C  5.664  1.072  0.435
H  2.477  -3.974  2.714
N  3.968  -1.724  2.196
H  3.102  3.057  -4.446
C  -1.945  2.920  -0.212
H  -6.096  -4.235  4.082
C  0.405  2.402  -2.488
S  -0.678  -0.520  2.928
C  1.133  -4.123  0.383
H  -1.944  -2.548  -5.708
C  -3.639  3.207  1.483
C  -2.374  2.784  1.110
H  -1.570  1.976  -3.254
C  1.541  2.661  1.786
C  2.474  3.271  2.610
C  -0.537  2.194  -3.500
H  1.432  -2.761  3.463
Re  0.222  -1.114  0.710
N  0.766  -3.320  1.570
N  0.087  -2.265  -0.924
C  -4.757  -3.813  2.462
H  -5.019  -2.713  5.672
H  3.809  4.936  2.850
C  3.266  -0.232  0.695
C  -3.044  -2.177  3.007
C  3.340  0.791  -0.234
C  -2.793  3.503  -1.151
C  2.747  5.024  0.988
H  1.423  2.672  -6.216
H  -0.016  -3.776  2.033
H  4.553  -2.245  2.838
C  1.811  4.410  0.166
H  4.664  2.248  -1.051
H  -5.467  4.119  0.828
H  2.461  2.911  -2.082
C  1.718  2.713  -2.846
H  0.344  -5.203  -2.085
C  -0.945  -3.547  -4.114
H  -4.708  4.395  -1.505
C  1.868  -3.088  2.516
C  -0.500  -2.111  -2.197
H  -0.913  2.145  -5.609

As for the molecular weight: 977.7 g/mol. Its net charge is +3. The LUMO energy is -10.9 eV. Its spin multiplicity is 1. The largest force on an atom comes out at 0.9 eV Å⁻¹. The energy above the lowest of the compared OMol25 structures with the same formula, charge and spin is 0.000 eV. The value obtained for the total energy is -5050.62345 Eh. The HOMO-LUMO gap comes out at 4.72 eV.

Löwdin population analysis, charges in e, atoms 1 to 4:
1. C -0.040
2. H 0.134
3. H 0.111
4. H 0.120



(3)
Here is an isolated molecule of CH2N2O2S at a distorted geometry from the OMol25 dataset. Energies are from ωB97M-V/def2-TZVPD.

Cartesian coordinates (Å):
N  0.110  0.092  -0.086
S  -2.575  -0.555  -0.169
H  -1.196  1.327  0.326
H  1.621  -1.107  0.121
N  -1.131  0.427  -0.024
O  -3.609  0.395  0.249
C  0.596  -1.118  -0.019
O  -0.080  -2.148  0.162

As for the molecular weight: 106.1 g/mol. The LUMO energy (spin up / spin down) is -1.5 / -1.7 eV. Its spin multiplicity is 1. The largest force on an atom comes out at 4.2 eV Å⁻¹. The energy above the lowest of the compared OMol25 structures with the same formula, charge and spin is 4.836 eV. The value obtained for the total energy is -697.37323 Eh. The HOMO-LUMO gap (spin up / spin down) comes out at 7.88 / 7.77 eV.

natural (NBO) population analysis, charges in e, atoms 1 to 4:
1. N -0.300
2. S 1.193
3. H 0.410
4. H 0.138



(4)
Here is a cluster of 2 separate species, C2H8N4O2 in total at a distorted geometry from the OMol25 dataset. Energies are from ωB97M-V/def2-TZVPD.

Cartesian coordinates (Å):
H  3.276  -0.877  0.567
H  -0.837  -2.471  0.527
C  0.287  -0.246  -0.083
H  -1.117  0.631  1.667
O  2.510  -0.294  0.292
H  -1.549  1.261  0.265
N  1.361  -1.072  -0.180
H  -2.665  -1.891  0.189
H  -0.552  1.623  -1.373
N  -1.798  0.478  0.850
H  1.543  1.124  -0.452
N  0.622  1.139  0.052
N  -1.123  -0.346  -0.320
C  -1.482  -1.675  -0.182
O  -0.366  1.893  -0.423
H  -1.514  -2.059  -1.581

As for the molecular weight: 120.1 g/mol. The LUMO energy is 0.6 eV. Its spin multiplicity is 1. The largest force on an atom comes out at 7.7 eV Å⁻¹. The energy above the lowest of the compared OMol25 structures with the same formula, charge and spin is 10.852 eV. The value obtained for the total energy is -450.18669 Eh. The HOMO-LUMO gap comes out at 9.67 eV.

natural (NBO) population analysis, charges in e, atoms 1 to 4:
1. H 0.502
2. H 0.223
3. C 0.464
4. H 0.338



(5)
Here is the ion C16H24ClN2O3 with charge +1 at a distorted geometry from the OMol25 dataset. Energies are from ωB97M-V/def2-TZVPD.

Cartesian coordinates (Å):
H  -5.012  -2.203  -1.643
H  5.735  -2.008  0.487
N  -5.186  -1.454  -0.637
H  2.671  -1.324  -1.443
C  -1.650  -1.345  0.672
H  -0.615  -3.753  0.202
H  5.274  0.264  1.218
C  -2.876  -1.942  0.304
H  0.892  3.748  1.251
H  -2.784  -2.946  0.149
O  0.414  0.129  1.983
C  5.159  0.058  0.112
O  -0.551  -2.138  0.938
C  1.178  2.661  0.910
H  4.056  -1.640  0.697
Cl  -4.828  1.278  -0.933
H  -5.607  -0.799  -1.156
C  -0.328  0.881  1.078
H  3.700  -1.124  -3.098
O  0.065  2.029  0.619
C  4.008  0.620  -2.071
C  -3.798  -0.969  -0.493
C  4.827  -1.352  0.291
C  -3.667  0.414  -0.522
C  3.655  -0.998  -1.829
N  4.140  0.888  -0.326
C  -2.407  0.908  0.043
H  2.205  0.478  -0.006
H  3.147  0.789  1.180
H  4.612  -2.975  -1.321
C  2.334  2.385  0.281
H  1.379  2.442  2.091
H  -5.686  -1.952  -0.218
H  -2.412  2.150  0.123
C  -0.613  -3.367  1.292
H  3.295  1.069  -2.284
H  3.157  3.056  0.527
H  0.334  -3.709  1.627
H  5.771  -1.592  -1.888
H  -1.332  -3.672  1.861
C  -1.506  0.350  0.602
C  3.037  1.090  0.231
H  4.953  0.508  -2.349
H  6.114  0.221  -0.304
C  4.804  -1.757  -1.269
H  2.179  2.457  -0.832

As for the molecular weight: 327.8 g/mol. As for the SMILES: COc1cc([NH3+])c(Cl)cc1C(=O)OCCCN1CCCCC1. Its net charge is +1. The LUMO energy is -4.4 eV. Its spin multiplicity is 1. The largest force on an atom comes out at 19.3 eV Å⁻¹. The energy above the lowest of the compared OMol25 structures with the same formula, charge and spin is 21.561 eV. The value obtained for the total energy is -1418.53798 Eh. The HOMO-LUMO gap comes out at 4.86 eV.

natural (NBO) population analysis, charges in e, atoms 1 to 4:
1. H 0.440
2. H 0.215
3. N -0.597
4. H 0.214